# 1
Density functional theory data (wB97M-V/def2-TZVPD) for C22H56O26S8 as an isolated structure.

Summary:
2S+1: 1
frontier orbital gap: 6.4 eV

Structure (XYZ):
```
112
Properties=species:S:1:pos:R:3:lowdin_charge:R:1
O -16.529 0.872 2.616 -0.26
S -15.172 0.467 2.179 0.83
O -14.155 0.072 3.163 -0.27
O -15.276 -0.795 1.023 -0.28
C -15.395 -2.185 1.513 -0.19
C -16.837 -2.477 1.987 -0.07
C -14.684 1.844 1.035 -0.08
H -14.693 -2.343 2.332 0.11
H -15.011 -2.818 0.713 0.12
H -17.256 -3.417 1.628 0.10
H -17.432 -1.621 1.670 0.03
H -16.785 -2.420 3.074 0.10
H -15.294 1.692 0.145 0.06
H -13.622 1.773 0.799 0.07
H -14.877 2.810 1.502 0.08
O -17.575 -2.955 8.198 -0.31
S -17.805 -4.394 7.967 0.75
O -16.807 -5.158 7.237 -0.28
O -17.906 -5.126 9.422 -0.26
C -18.397 -4.344 10.562 -0.23
C -19.820 -3.847 10.391 -0.07
C -19.493 -4.842 7.304 -0.05
H -17.620 -3.638 10.854 0.12
H -18.520 -4.991 11.431 0.12
H -20.486 -4.700 10.260 0.09
H -19.938 -3.153 9.559 0.07
H -20.052 -3.195 11.233 0.09
H -19.327 -5.243 6.305 0.07
H -19.914 -3.839 7.226 0.06
H -19.962 -5.530 8.008 0.07
O -16.652 3.821 5.299 -0.32
S -17.846 4.513 5.777 0.73
O -17.882 5.175 7.078 -0.32
O -18.409 5.550 4.577 -0.28
C -19.591 6.334 4.751 -0.28
C -20.208 6.505 3.388 -0.07
C -19.254 3.214 5.821 -0.13
H -19.465 7.261 5.310 0.12
H -20.209 5.710 5.397 0.07
H -20.520 5.507 3.077 0.08
H -19.535 6.789 2.579 0.07
H -20.951 7.295 3.282 0.08
H -20.193 3.748 5.960 0.01
H -19.178 2.623 6.734 0.08
H -19.238 2.587 4.929 -0.06
O -22.858 3.923 8.526 -0.31
S -22.666 3.882 7.028 0.74
O -21.571 4.596 6.408 -0.33
O -22.500 2.271 6.646 -0.25
C -21.176 1.756 6.552 -0.24
C -21.237 0.194 6.655 -0.02
C -24.217 4.240 6.180 -0.10
H -20.648 2.344 7.302 0.11
H -20.809 2.169 5.612 0.06
H -21.396 -0.420 5.769 0.04
H -22.103 -0.074 7.261 0.08
H -20.432 -0.225 7.259 0.06
H -24.863 3.411 6.467 0.08
H -23.949 4.136 5.129 0.07
H -24.473 5.272 6.423 0.08
O -20.673 -0.691 3.931 -0.35
S -19.558 0.158 4.317 1.00
O -19.674 1.520 4.864 -0.35
O -18.761 -0.827 5.465 -0.22
C -17.684 -0.337 6.211 -0.31
C -17.831 -0.869 7.639 -0.05
C -18.326 -0.001 2.946 -0.14
H -17.768 0.732 6.402 0.12
H -16.848 -0.538 5.540 0.13
H -18.861 -0.671 7.937 0.09
H -17.233 -0.193 8.251 0.07
H -17.499 -1.905 7.703 -0.10
H -18.103 -1.048 2.741 0.00
H -17.467 0.637 3.156 -0.12
H -18.956 0.458 2.185 0.08
O -24.800 -1.423 4.060 -0.34
S -23.622 -1.681 4.929 0.71
O -23.416 -0.870 6.096 -0.34
O -23.703 -3.242 5.421 -0.32
C -24.324 -4.353 4.691 -0.25
C -25.760 -4.606 5.189 -0.07
C -22.013 -1.733 4.003 -0.25
H -23.747 -5.259 4.877 0.11
H -24.209 -4.151 3.626 0.11
H -25.598 -4.735 6.259 0.07
H -26.162 -5.528 4.770 0.07
H -26.537 -3.869 4.987 0.07
H -22.284 -1.884 2.958 -0.07
H -21.308 -2.441 4.439 0.12
H -21.652 -0.710 4.101 -0.13
C -15.056 -2.759 8.693 -0.17
C -14.288 -2.634 7.419 -0.19
O -13.858 -1.316 7.507 -0.19
S -15.123 -0.277 8.022 0.87
O -15.889 0.240 6.860 -0.32
O -14.676 0.757 9.028 -0.24
O -15.754 -1.531 8.837 -0.25
H -14.377 -2.840 9.541 0.14
H -15.720 -3.620 8.766 0.09
H -14.871 -2.853 6.525 0.13
H -13.318 -3.128 7.365 0.15
C -19.955 -1.849 -0.588 -0.13
C -19.272 -0.593 -0.042 -0.15
O -19.727 -0.554 1.290 -0.30
S -20.069 -2.079 1.941 0.93
O -21.517 -2.275 2.228 -0.19
O -19.029 -2.439 2.943 -0.29
O -19.788 -2.814 0.479 -0.20
H -19.419 -2.209 -1.466 0.14
H -21.003 -1.638 -0.799 0.14
H -19.532 0.346 -0.531 0.15
H -18.192 -0.718 0.035 0.12
```

# 2
Density functional theory data (wB97M-V/def2-TZVPD) for a 9-piece molecular cluster, C22H57F2N8O14S2 overall.

Summary:
charge: +5
relative energy (zero: lowest compared OMol25 entry of this formula, charge and spin): 7.6766 eV
2S+1: 1
frontier orbital gap: 5.5 eV

Structure (XYZ):
```
105
Properties=species:S:1:pos:R:3:lowdin_charge:R:1
N 2.585 7.863 11.683 -0.26
S 3.630 6.951 11.037 0.39
O 3.834 7.151 9.621 -0.25
O 3.843 5.644 11.590 -0.25
F 4.803 7.721 11.699 -0.13
S 1.315 6.867 11.183 0.57
O 0.983 5.797 12.096 -0.29
O 1.032 6.749 9.751 -0.28
F 0.227 7.943 11.604 -0.20
C 1.678 5.573 17.253 0.05
C 1.468 4.960 15.909 -0.35
O 2.062 5.373 14.965 0.16
N 0.599 3.687 15.702 0.15
H 1.088 2.905 16.113 0.19
H -0.228 3.782 16.274 0.18
C 0.245 3.571 14.200 0.02
H 0.718 5.965 17.589 0.11
H 2.404 6.384 17.317 0.10
H 2.145 4.877 17.951 0.12
H 1.145 3.588 13.586 0.07
H -0.345 4.430 13.877 0.09
H -0.378 2.695 14.017 0.10
C 2.387 2.201 10.993 0.02
C 2.068 1.077 11.966 -0.32
O 2.808 0.801 12.923 0.17
N 0.695 0.394 11.801 0.10
H 0.254 0.105 12.662 0.17
H 0.016 1.118 11.614 0.16
C 0.609 -0.720 10.729 0.07
H 2.240 1.872 9.964 0.08
H 3.449 2.445 11.019 0.11
H 1.856 3.104 11.295 0.08
H -0.346 -0.707 10.203 0.11
H 0.758 -1.688 11.206 0.12
H 1.479 -0.644 10.077 0.11
C 4.208 8.928 7.071 0.03
C 3.399 9.845 6.145 -0.29
O 2.239 9.608 5.847 0.09
N 4.056 11.109 5.482 0.12
H 5.045 10.915 5.538 0.17
H 3.718 11.134 4.531 0.17
C 3.595 12.487 6.112 0.09
H 3.846 7.910 7.218 0.05
H 4.108 9.314 8.085 0.08
H 5.246 8.783 6.771 0.11
H 3.915 12.592 7.149 0.11
H 2.545 12.521 5.819 0.10
H 4.118 13.274 5.569 0.11
C 4.333 8.121 14.690 0.03
C 2.998 8.738 15.126 -0.30
O 2.696 8.932 16.306 0.13
N 1.958 9.127 14.073 0.09
H 2.300 8.961 13.138 0.08
H 1.179 8.484 14.078 0.14
C 1.231 10.425 14.402 0.04
H 4.907 8.726 13.988 0.10
H 4.343 7.066 14.416 0.09
H 4.980 8.073 15.566 0.11
H 0.275 10.312 13.891 0.08
H 1.845 11.272 14.094 0.12
H 0.966 10.447 15.459 0.10
C 3.456 4.179 7.855 0.03
C 3.005 4.815 6.638 -0.37
O 3.587 5.757 6.164 0.19
N 1.734 4.237 6.021 0.10
H 1.960 4.003 5.065 0.20
H 1.624 3.306 6.397 0.17
C 0.507 5.031 6.174 0.02
H 2.931 4.760 8.613 0.09
H 4.486 4.400 8.136 0.13
H 3.360 3.105 8.015 0.10
H 0.618 6.031 5.757 0.10
H 0.351 5.028 7.253 0.11
H -0.290 4.651 5.535 0.12
C -2.848 6.823 11.410 0.04
C -3.461 8.241 11.195 -0.33
O -4.250 8.570 10.319 0.17
N -2.905 9.255 12.166 0.12
H -3.660 9.734 12.637 0.19
H -2.229 8.800 12.763 0.15
C -2.080 10.321 11.417 0.04
H -2.903 6.155 10.551 0.10
H -3.403 6.396 12.245 0.10
H -1.793 6.849 11.682 0.04
H -2.712 11.023 10.873 0.12
H -1.267 9.868 10.849 0.08
H -1.632 11.043 12.099 0.11
C -0.753 8.494 7.734 0.02
C -1.746 9.557 7.323 -0.34
O -2.254 10.369 8.099 0.17
N -1.900 9.566 5.828 0.10
H -1.682 8.642 5.483 0.16
H -2.879 9.664 5.599 0.19
C -1.074 10.660 5.079 0.09
H -1.332 7.600 7.968 0.10
H -0.311 8.784 8.687 0.09
H -0.022 8.289 6.952 0.08
H -1.505 11.587 5.456 0.12
H -1.237 10.475 4.018 0.12
H -0.023 10.614 5.366 0.08
O 2.618 10.038 10.021 0.02
C 1.763 11.062 10.361 -0.82
O 1.167 11.000 11.446 -0.05
O 1.572 11.983 9.517 -0.05
H 2.502 9.422 10.747 0.00
```

# 3
Density functional theory data (wB97M-V/def2-TZVPD) for a 3-piece molecular cluster, C22H58FN9O5P2S overall.

Summary:
2S+1: 1
frontier orbital gap: 8.6 eV

Structure (XYZ):
```
98
Properties=species:S:1:pos:R:3:lowdin_charge:R:1
C 3.941 -3.891 -0.089 -0.08
C 2.861 -3.007 -0.713 -0.22
N 2.833 -3.060 -2.179 -0.09
C 1.603 -2.507 -2.755 -0.14
C 1.171 -1.163 -2.119 -0.18
N 0.136 -0.483 -2.909 -0.20
C -1.249 -0.816 -2.495 -0.21
C -1.628 -2.275 -2.803 -0.19
C -3.150 -2.385 -3.046 -0.17
C -3.855 -3.604 -2.380 -0.27
N -3.021 -4.764 -2.074 -0.02
S 0.339 1.161 -2.998 0.61
O 0.377 1.527 -4.371 -0.25
O 1.419 1.672 -2.228 -0.24
F -0.981 1.814 -2.436 -0.15
C 4.005 -2.526 -2.789 -0.45
C 5.165 -3.477 -3.056 0.00
O 4.113 -1.365 -3.142 0.10
H 3.916 -3.712 0.989 0.07
H 3.745 -4.953 -0.231 0.08
H 4.943 -3.633 -0.425 0.06
H 1.903 -3.406 -0.372 0.13
H 2.996 -1.997 -0.307 0.11
H 0.834 -3.272 -2.666 0.10
H 1.777 -2.278 -3.807 0.13
H 0.762 -1.360 -1.119 0.12
H 2.081 -0.590 -1.969 0.10
H -1.390 -0.600 -1.429 0.13
H -1.956 -0.214 -3.060 0.11
H -1.247 -2.950 -2.039 0.09
H -1.118 -2.493 -3.746 0.12
H -3.337 -2.355 -4.117 0.11
H -3.602 -1.486 -2.615 0.10
H -4.605 -3.950 -3.097 0.10
H -4.420 -3.305 -1.500 0.11
H -2.634 -4.688 -1.145 0.06
H -2.288 -4.910 -2.751 0.06
H 4.856 -4.519 -3.023 0.08
H 5.985 -3.287 -2.366 0.08
H 5.527 -3.253 -4.059 0.09
C -4.290 2.904 -2.032 -0.13
N -5.700 2.630 -2.165 -0.34
C -6.089 2.304 -3.530 -0.13
P -6.904 2.404 -0.967 0.70
O -7.195 0.939 -1.188 -0.31
N -6.360 2.254 0.671 -0.34
C -4.996 2.484 1.092 -0.14
C -6.923 1.133 1.419 -0.15
N -7.124 4.080 -0.741 -0.30
C -6.717 5.132 -1.656 -0.11
C -7.709 4.604 0.491 -0.12
H -3.983 3.675 -2.751 0.09
H -3.682 2.010 -2.217 0.07
H -4.011 3.313 -1.065 0.05
H -6.852 3.002 -3.902 0.07
H -6.489 1.289 -3.607 0.07
H -5.241 2.364 -4.211 0.08
H -4.293 1.771 0.640 0.08
H -4.915 2.390 2.178 0.08
H -4.680 3.507 0.873 0.07
H -6.401 0.191 1.208 0.08
H -7.974 0.991 1.182 0.07
H -6.857 1.328 2.493 0.08
H -5.707 5.479 -1.417 0.09
H -7.389 5.992 -1.588 0.08
H -6.749 4.820 -2.696 0.07
H -6.929 4.950 1.175 0.09
H -8.307 3.855 1.001 0.08
H -8.379 5.443 0.285 0.08
C 7.149 -0.130 2.564 -0.13
N 5.725 -0.302 2.405 -0.34
C 5.340 -0.665 1.051 -0.12
P 4.472 -0.380 3.571 0.70
O 4.074 -1.828 3.402 -0.31
N 4.954 -0.494 5.230 -0.34
C 6.318 -0.350 5.686 -0.14
C 4.283 -1.533 6.007 -0.15
N 4.376 1.317 3.714 -0.30
C 4.888 2.291 2.765 -0.10
C 3.796 1.941 4.901 -0.12
H 7.532 0.579 1.819 0.08
H 7.691 -1.075 2.442 0.09
H 7.428 0.304 3.520 0.05
H 4.640 0.072 0.633 0.08
H 4.863 -1.647 1.021 0.04
H 6.194 -0.709 0.375 0.09
H 6.976 -1.133 5.289 0.09
H 6.359 -0.399 6.776 0.08
H 6.718 0.636 5.432 0.07
H 4.736 -2.521 5.856 0.08
H 3.231 -1.605 5.742 0.07
H 4.332 -1.294 7.073 0.08
H 5.914 2.572 3.021 0.09
H 4.283 3.200 2.772 0.08
H 4.863 1.933 1.740 0.07
H 4.580 2.260 5.593 0.09
H 3.128 1.265 5.424 0.07
H 3.198 2.817 4.634 0.08
```

# 4
Density functional theory data (wB97M-V/def2-TZVPD) for C22H59F6HfNO23PS7 as an isolated structure.

Summary:
charge: +3
relative energy (zero: lowest compared OMol25 entry of this formula, charge and spin): 5.3849 eV
2S+1: 1
frontier orbital gap: 1.5 eV

Structure (XYZ):
```
120
Properties=species:S:1:pos:R:3:lowdin_charge:R:1
Hf -2.386 -3.650 0.889 2.46
P -0.278 0.385 0.742 0.21
F -1.616 1.294 0.758 -0.13
F -1.266 -0.938 0.563 -0.25
F -0.194 0.391 -0.869 -0.13
F 1.003 -0.631 0.774 -0.17
F 0.689 1.636 0.866 -0.10
F -0.392 0.224 2.344 -0.14
C 4.353 -0.264 0.204 0.05
N 5.017 -1.427 -0.419 -0.43
O 4.935 -1.590 -1.617 0.07
O 5.387 -2.298 0.346 0.06
H 3.275 -0.404 0.142 0.08
H 4.570 0.606 -0.412 0.08
H 4.712 -0.139 1.217 0.10
O -1.013 -2.841 2.479 -0.45
S -0.312 -2.796 3.796 0.72
O -0.968 -2.227 4.934 -0.19
O -0.080 -4.356 4.088 -0.26
C 0.694 -4.777 5.247 -0.22
C -0.184 -5.594 6.175 -0.04
C 1.341 -2.160 3.555 -0.04
H 1.033 -3.925 5.842 0.12
H 1.583 -5.331 4.952 0.14
H 0.128 -5.577 7.215 0.10
H -0.359 -6.593 5.771 0.09
H -1.207 -5.202 6.155 0.08
H 1.309 -1.126 3.208 0.08
H 1.827 -2.731 2.764 0.08
H 1.792 -2.217 4.543 0.10
O -3.412 -1.721 1.732 -0.44
S -4.352 -0.613 1.997 0.69
O -4.764 0.267 0.946 -0.20
O -5.654 -1.358 2.565 -0.26
C -6.912 -0.599 2.605 -0.23
C -7.897 -1.356 3.463 -0.03
C -3.834 0.330 3.406 -0.04
H -7.222 -0.530 1.561 0.13
H -6.751 0.425 2.945 0.13
H -7.455 -1.399 4.463 0.09
H -7.971 -2.382 3.112 0.09
H -8.838 -0.822 3.558 0.11
H -3.084 1.038 3.056 0.08
H -3.429 -0.284 4.211 0.09
H -4.721 0.806 3.820 0.09
O -2.964 -2.267 -0.865 -0.45
S -3.016 -1.641 -2.219 0.72
O -1.787 -1.509 -2.931 -0.20
O -4.082 -2.524 -3.026 -0.25
C -4.279 -2.198 -4.434 -0.23
C -4.116 -3.457 -5.237 -0.05
C -3.869 -0.047 -2.134 -0.03
H -3.574 -1.445 -4.788 0.13
H -5.305 -1.836 -4.488 0.14
H -3.146 -3.941 -5.107 0.09
H -4.197 -3.398 -6.324 0.10
H -4.888 -4.185 -4.975 0.09
H -4.857 -0.323 -1.772 0.09
H -3.940 0.353 -3.144 0.10
H -3.260 0.597 -1.500 0.09
O 3.013 -0.102 -3.505 -0.34
S 3.630 1.013 -4.208 0.65
O 3.669 1.067 -5.640 -0.25
O 2.986 2.399 -3.638 -0.24
C 2.557 2.407 -2.276 -0.29
C 1.662 3.625 -2.133 -0.05
C 5.331 1.215 -3.519 -0.08
H 3.428 2.415 -1.613 0.08
H 2.043 1.498 -1.944 0.09
H 0.869 3.635 -2.876 0.08
H 2.310 4.482 -2.322 0.09
H 1.301 3.696 -1.107 0.07
H 5.964 0.391 -3.828 0.08
H 5.227 1.354 -2.448 0.02
H 5.636 2.173 -3.938 0.08
O -4.486 5.218 -3.067 -0.27
S -3.625 5.666 -2.011 0.64
O -4.139 6.503 -0.960 -0.26
O -3.062 4.317 -1.251 -0.27
C -2.193 4.383 -0.145 -0.30
C -2.912 4.138 1.189 -0.07
C -2.058 6.262 -2.716 -0.09
H -1.643 5.322 -0.070 0.11
H -1.424 3.609 -0.210 0.10
H -3.568 3.265 1.127 0.06
H -3.574 4.981 1.387 0.08
H -2.218 3.918 1.999 0.08
H -1.352 6.235 -1.884 0.05
H -2.121 7.304 -3.014 0.08
H -1.697 5.544 -3.445 0.07
O -0.323 -3.239 -0.123 -0.44
S 1.061 -3.380 -0.640 0.72
O 2.140 -3.152 0.287 -0.22
O 1.169 -4.853 -1.260 -0.25
C 2.513 -5.311 -1.622 -0.23
C 2.570 -5.666 -3.086 -0.04
C 1.261 -2.362 -2.118 -0.05
H 2.770 -6.146 -0.969 0.14
H 3.274 -4.577 -1.343 0.12
H 2.490 -4.780 -3.711 0.08
H 1.820 -6.410 -3.352 0.09
H 3.531 -6.161 -3.235 0.11
H 2.241 -2.562 -2.549 0.09
H 1.212 -1.321 -1.792 0.06
H 0.486 -2.472 -2.874 0.08
O 6.498 3.074 -0.884 -0.25
S 5.640 3.729 0.049 0.62
O 4.384 4.294 -0.411 -0.30
O 5.354 2.708 1.277 -0.29
C 4.411 2.959 2.333 -0.22
C 2.982 2.764 1.832 -0.08
C 6.414 5.040 1.014 -0.09
H 4.562 3.984 2.672 0.11
H 4.626 2.282 3.156 0.12
H 2.803 1.746 1.501 0.04
H 2.789 3.427 0.990 0.06
H 2.240 3.003 2.594 0.09
H 6.744 5.788 0.300 0.08
H 7.239 4.529 1.510 0.08
H 5.735 5.413 1.772 0.06
```

Number 1: lowest unoccupied orbital energy -0.00997 Ha. Number 2: lowest unoccupied orbital energy -0.42014 Ha. Number 3: lowest unoccupied orbital energy 0.01387 Ha. Number 4: lowest unoccupied orbital energy -0.51748 Ha.